P.
The following is a DFT calculation (ωB97M-V/def2-TZVPD) of 6 unconnected molecules or ions with the total composition C12H36O6.

Element x y z (Å)
C: 0.352 -2.684 -2.553
C: 1.658 -2.410 -3.245
O: 2.137 -3.645 -3.758
H: 0.022 -1.787 -2.033
H: 0.518 -3.473 -1.814
H: -0.416 -3.041 -3.237
H: 2.369 -1.977 -2.524
H: 1.547 -1.677 -4.054
H: 3.022 -3.510 -4.112
C: 3.527 0.926 3.336
C: 2.373 1.727 2.747
O: 1.097 1.190 3.074
H: 4.471 1.300 2.935
H: 3.423 -0.122 3.057
H: 3.568 1.012 4.422
H: 2.465 1.724 1.661
H: 2.451 2.775 3.057
H: 0.894 1.413 3.987
C: -0.148 1.001 -1.755
C: 0.575 0.594 -0.479
O: -0.305 0.590 0.629
H: 0.589 0.926 -2.561
H: -0.481 2.033 -1.711
H: -0.938 0.290 -1.983
H: 1.411 1.288 -0.318
H: 1.024 -0.402 -0.609
H: 0.179 0.744 1.450
C: -0.032 -3.604 3.274
C: 0.108 -2.456 2.287
O: -0.098 -2.975 0.970
H: -0.727 -4.339 2.870
H: -0.450 -3.270 4.227
H: 0.923 -4.085 3.482
H: 1.092 -1.981 2.355
H: -0.631 -1.679 2.493
H: 0.333 -2.400 0.333
C: -0.654 3.946 -5.800
C: -0.994 3.349 -4.443
O: -1.405 1.991 -4.509
H: -0.336 4.984 -5.668
H: -1.541 3.978 -6.438
H: 0.134 3.388 -6.300
H: -1.740 3.970 -3.928
H: -0.125 3.406 -3.778
H: -2.340 1.989 -4.729
C: -3.950 0.226 3.962
C: -2.679 0.003 3.187
O: -2.990 -0.182 1.822
H: -4.606 -0.646 3.911
H: -4.492 1.097 3.595
H: -3.744 0.370 5.028
H: -2.171 -0.881 3.591
H: -2.041 0.889 3.298
H: -2.229 0.104 1.302

## Properties
Structure (SMILES)   CCO.CCO.CCO.CCO.CCO.CCO
Net charge   0
HOMO-LUMO gap   10.06 eV

=====

Q.
The following is a DFT calculation (ωB97M-V/def2-TZVPD) of 6 unconnected molecules or ions with the total composition C12H36O6.

Element x y z (Å)
C: -4.447 0.625 -3.486
C: -3.962 0.101 -2.119
O: -4.789 0.427 -1.018
H: -5.442 0.263 -3.745
H: -3.847 0.353 -4.355
H: -4.392 1.714 -3.458
H: -2.988 0.508 -1.847
H: -3.822 -0.980 -2.147
H: -4.173 0.267 -0.300
C: -4.350 -1.177 3.378
C: -4.501 -0.641 1.985
O: -3.490 0.070 1.349
H: -4.433 -2.259 3.481
H: -5.139 -0.796 4.026
H: -3.472 -0.903 3.962
H: -5.399 -0.035 2.103
H: -4.745 -1.509 1.372
H: -3.491 0.982 1.648
C: 4.571 0.089 -1.698
C: 4.952 -0.189 -3.194
O: 6.308 -0.431 -3.417
H: 4.910 -0.772 -1.121
H: 3.496 0.114 -1.518
H: 4.941 1.040 -1.314
H: 4.566 0.624 -3.809
H: 4.590 -1.107 -3.656
H: 6.345 -0.786 -4.308
C: 1.603 -0.283 0.555
C: 0.132 -0.390 1.015
O: -0.827 0.168 0.187
H: 1.817 0.776 0.407
H: 1.668 -0.786 -0.409
H: 2.404 -0.655 1.193
H: -0.089 -0.043 2.025
H: -0.114 -1.452 0.992
H: -1.646 -0.207 0.517
C: -0.091 2.318 -2.858
C: -1.391 3.025 -2.482
O: -1.529 2.813 -1.115
H: 0.636 2.334 -2.047
H: 0.525 2.724 -3.660
H: -0.234 1.252 -3.038
H: -2.196 2.609 -3.088
H: -1.301 4.090 -2.696
H: -1.154 1.937 -0.997
C: 4.435 -2.217 4.726
C: 3.581 -1.517 3.747
O: 2.688 -0.568 4.244
H: 5.105 -2.976 4.322
H: 3.976 -2.707 5.585
H: 5.083 -1.482 5.205
H: 3.020 -2.298 3.234
H: 4.151 -1.128 2.903
H: 1.950 -0.926 4.742

## Properties
Structure (SMILES)   CCO.CCO.CCO.CCO.CCO.CCO
Net charge   0
HOMO-LUMO gap   10.16 eV

=====

Calculated relative energies: P 0.0000; Q 0.0662, given in hartree

=====

P.
The following is a DFT calculation (ωB97M-V/def2-TZVPD) of 2 unconnected molecules or ions with the total composition C3H11NO.

Element x y z (Å)
C: -0.467 -0.522 0.579
C: -0.835 0.309 -0.669
C: 0.236 0.453 -1.753
N: 0.106 -1.826 0.222
H: -1.442 -0.736 1.113
H: 0.134 -0.091 1.401
H: -1.124 1.315 -0.324
H: -1.717 -0.211 -1.029
H: 0.202 1.352 -2.377
H: -0.042 -0.279 -2.503
H: 1.238 0.458 -1.352
H: 1.062 -2.007 0.454
H: -0.213 -2.255 -0.632
H: 1.410 1.387 1.639
H: 0.801 1.099 3.033
O: 0.649 1.555 2.200

## Properties
Structure (SMILES)   CCCN.O
Net charge   0
HOMO-LUMO gap   9.17 eV

=====

Q.
The following is a DFT calculation (ωB97M-V/def2-TZVPD) of 2 unconnected molecules or ions with the total composition C3H11NO.

Element x y z (Å)
C: 2.613 1.069 -2.311
C: 3.768 0.122 -2.613
H: 2.896 2.076 -2.631
H: 2.401 1.190 -1.250
H: 1.684 0.824 -2.835
H: 3.527 -0.895 -2.282
H: 3.961 0.056 -3.683
H: 4.683 0.446 -2.127
N: -3.140 -1.616 2.773
C: -3.104 -0.177 2.836
O: -3.451 0.482 1.611
H: -3.601 -1.954 1.934
H: -2.212 -2.017 2.728
H: -3.756 0.217 3.610
H: -2.105 0.182 3.053
H: -4.164 -0.005 1.187

## Properties
Structure (SMILES)   NCO.CC
Net charge   0
HOMO-LUMO gap   10.70 eV

=====

Calculated relative energies: P 0.0135; Q 0.0000, given in hartree